No. 1
The following is a quantum chemistry calculation of a structure of composition C30H44BN7O2Y, from the Open Molecules 2025 dataset.

Energy relative to the best compared isomer or geometry (same formula, charge and spin) in kJ/mol: 57.7
LUMO level in eV: -2.75
Electronic energy in eV: -48072.82132
Total charge: +1
Gap between HOMO and LUMO in eV: 8.98
F_max in Eh/bohr: 0.0187

Last column: Mulliken charge in e.
Atoms and positions in Å:
Y  0.1162  -0.0380  0.2033  1.177
C  1.0296  2.8121  -4.3257  -1.470
C  1.4850  2.4065  -2.9657  0.492
C  2.4564  2.9957  -2.1754  -1.270
C  2.5145  2.2249  -1.0070  -0.349
N  1.6130  1.2520  -1.0769  0.483
N  0.9820  1.3435  -2.2974  0.291
B  0.2762  0.0951  -2.9518  -0.743
N  1.0433  -1.1828  -2.5386  0.128
N  1.1848  -1.5396  -1.2281  1.168
C  1.9521  -2.6286  -1.1848  -0.213
C  2.3056  -2.9931  -2.4882  -1.517
C  1.7156  -2.0515  -3.3170  0.722
C  1.7736  -1.9586  -4.8036  -1.506
C  2.3371  -3.2745  0.1174  2.408
C  1.9062  -4.7459  0.1030  -1.807
C  1.6485  -2.5646  1.2823  -1.732
C  3.8591  -3.1770  0.2879  -1.553
N  -1.2176  -0.0199  -2.5321  0.578
N  -1.6140  -0.5239  -1.3117  0.078
C  -2.9189  -0.8231  -1.4170  -0.478
C  -3.3634  -0.5004  -2.6972  -1.050
C  -2.2650  -0.0066  -3.3752  0.553
C  -2.2004  0.4565  -4.7921  -1.348
C  -3.7244  -1.3981  -0.2768  2.366
C  -4.0771  -0.2678  0.6974  -1.313
C  -5.0222  -2.0023  -0.8218  -2.222
C  -2.9254  -2.5007  0.4301  -1.489
C  3.5039  2.3079  0.1345  2.538
C  4.8791  1.9259  -0.4312  -1.909
C  3.1380  1.3088  1.2367  -1.394
C  3.5728  3.7264  0.7095  -1.691
H  1.5320  3.7324  -4.6137  0.420
H  -0.0462  2.9897  -4.3349  0.209
H  1.2479  2.0471  -5.0700  0.285
H  3.0550  3.8508  -2.4407  0.575
H  0.3229  0.2179  -4.1326  -0.199
H  2.9108  -3.8280  -2.7979  0.575
H  2.3734  -2.7795  -5.1891  0.410
H  2.2241  -1.0193  -5.1253  0.282
H  0.7801  -2.0198  -5.2483  0.270
H  0.8253  -4.8350  -0.0173  0.368
H  2.1919  -5.2302  1.0378  0.460
H  2.3847  -5.2819  -0.7168  0.371
H  0.5576  -2.6240  1.2032  0.182
H  1.9856  -1.5202  1.3609  0.022
H  1.9142  -3.0330  2.2295  0.634
H  4.3750  -3.6833  -0.5279  0.365
H  4.1634  -3.6448  1.2256  0.447
H  4.1842  -2.1343  0.2993  0.209
H  -4.3553  -0.6249  -3.0934  0.532
H  -3.2047  0.4599  -5.2092  0.405
H  -1.5780  -0.1988  -5.4013  0.243
H  -1.7933  1.4643  -4.8649  0.174
H  -4.6898  0.4886  0.2039  0.392
H  -3.1791  0.2184  1.0767  0.024
H  -4.6250  -0.6582  1.5554  0.459
H  -5.6532  -1.2421  -1.2841  0.399
H  -5.5859  -2.4473  -0.0017  0.431
H  -4.8205  -2.7826  -1.5576  0.458
H  -2.0476  -2.0998  0.9353  0.207
H  -2.6166  -3.2706  -0.2792  0.410
H  -3.5433  -2.9624  1.2010  0.469
H  4.8622  0.9195  -0.8541  0.356
H  5.6278  1.9585  0.3618  0.490
H  5.1868  2.6156  -1.2179  0.381
H  3.1315  0.2907  0.8335  -0.199
H  2.1618  1.5324  1.6804  0.355
H  3.8730  1.3399  2.0403  0.676
H  3.8411  4.4457  -0.0649  0.359
H  4.3327  3.7755  1.4899  0.463
H  2.6206  4.0246  1.1482  0.267
O  -2.3569  -0.0003  3.6496  -0.652
C  -1.4778  0.2627  2.8706  -0.089
O  -0.8177  -0.5605  2.0989  -0.463
C  -1.0839  1.7161  2.6439  0.510
C  -1.5368  2.7207  3.4787  -0.734
C  -1.1819  4.0280  3.1919  -0.420
C  -0.4141  4.2859  2.0636  -1.023
C  -0.0164  3.2269  1.2752  -0.496
N  -0.3208  1.9539  1.5670  0.498
H  -2.1574  2.4530  4.3216  0.564
H  -1.5076  4.8397  3.8285  0.442
H  -0.1365  5.2966  1.7997  0.471
H  0.5619  3.3892  0.3722  0.833



No. 2
The following is a quantum chemistry calculation of a cluster of 2 separate species, C2H3Cl2O3 in total in a non-equilibrium geometry, from the Open Molecules 2025 dataset.

Energy relative to the best compared isomer or geometry (same formula, charge and spin) in kJ/mol: 21.1
LUMO level (alpha / beta) in eV: -3.30 / -0.91
Electronic energy in eV: -33303.95323
Spin multiplicity: 2
Gap between HOMO and LUMO (alpha / beta) in eV: 7.57 / 9.98
F_max in Eh/bohr: 0.0800
<S²>: 1.762

Last column: Mulliken spin population.
Atoms and positions in Å:
C  -1.5375  0.2193  0.1969  -0.130
C  -0.1060  -0.0501  -0.2085  0.056
O  0.5141  0.1954  0.8494  -0.794
O  2.9660  -0.3856  -0.2522  0.980
O  3.3723  -0.0906  0.8982  1.009
Cl  0.0149  -1.7678  -0.8820  -0.050
Cl  0.3035  0.9796  -1.6886  -0.050
H  -2.2678  0.0663  -0.5857  -0.024
H  -1.7174  -0.4175  1.0812  0.001
H  -1.5421  1.2509  0.5913  0.001



No. 3
The following is a quantum chemistry calculation of a structure of composition C17H34BaN2OPS in a non-equilibrium geometry, from the Open Molecules 2025 dataset.

Energy relative to the best compared isomer or geometry (same formula, charge and spin) in kJ/mol: 229.0
LUMO level (alpha / beta) in eV: 2.28 / 2.28
Electronic energy in eV: -44021.10922
Total charge: -1
Gap between HOMO and LUMO (alpha / beta) in eV: 2.62 / 2.62
F_max in Eh/bohr: 0.0616

Last column: Mulliken charge in e.
Atoms and positions in Å:
Ba  0.2934  -0.6886  -0.5372  0.475
C  -1.5839  -3.4807  -2.8488  -1.073
C  -0.9254  -2.3783  -1.9846  0.223
O  -1.2019  -2.4733  -0.7635  -0.647
H  -2.4235  -3.9643  -2.3397  0.276
H  -0.8209  -4.2300  -3.0594  0.289
H  -1.9153  -3.0682  -3.7996  0.263
C  -2.0380  2.2063  -4.5154  -0.818
N  -2.9566  1.5915  -3.6066  0.231
C  -3.6238  0.4012  -3.7778  -0.048
C  -4.2263  0.0800  -2.6166  -0.669
N  -3.9430  1.0795  -1.7087  0.039
C  -3.1281  2.0144  -2.3070  -0.269
S  -2.4766  3.3562  -1.5890  -0.294
H  -2.2793  1.9120  -5.5362  0.310
H  -1.0074  1.9156  -4.2835  0.259
H  -2.1216  3.2884  -4.4036  0.313
H  -3.6378  -0.1056  -4.7217  0.418
H  -4.8429  -0.7584  -2.3681  0.401
H  -4.0503  1.0283  -0.7098  0.233
C  2.6664  2.2283  -2.1603  -1.611
C  3.1788  0.7945  -2.4058  1.994
C  4.7174  0.8464  -2.5372  -1.894
C  2.6042  0.3192  -3.7467  -1.504
C  2.9026  -0.1907  -1.2863  -1.358
H  2.9940  2.9122  -2.9488  0.395
H  3.0282  2.6134  -1.2075  0.373
H  1.5739  2.2386  -2.1283  0.294
H  5.0281  1.4581  -3.3876  0.400
H  5.1061  -0.1624  -2.6720  0.438
H  5.1629  1.2604  -1.6329  0.382
H  2.9387  0.9668  -4.5632  0.410
H  1.5133  0.3295  -3.7114  0.152
H  2.9254  -0.7007  -3.9480  0.345
H  3.2810  0.3153  -0.3602  0.186
C  -2.4398  0.0658  4.7069  -1.131
C  -1.5234  0.1312  3.4883  -0.365
P  0.3301  0.1354  3.7721  0.253
C  0.4214  -1.3870  4.8695  -0.545
C  1.7840  -2.0657  4.8044  -1.228
C  0.3497  1.4990  5.0782  -0.609
C  1.7045  2.1942  5.1270  -1.285
H  -3.4789  0.0517  4.3791  0.394
H  -2.3041  0.9290  5.3551  0.263
H  -2.2579  -0.8337  5.2912  0.261
H  -1.7284  1.0411  2.9126  0.338
H  -1.7114  -0.7206  2.8251  0.343
H  -0.3390  -2.0823  4.5058  0.376
H  0.1812  -1.1216  5.9028  0.330
H  2.0019  -2.3631  3.7803  0.307
H  1.7998  -2.9563  5.4342  0.366
H  2.5718  -1.3941  5.1401  0.298
H  0.0877  1.0994  6.0616  0.360
H  -0.4109  2.2290  4.7900  0.362
H  2.4959  1.4901  5.3792  0.298
H  1.7051  2.9970  5.8659  0.372
H  1.9275  2.6219  4.1518  0.333